A molecular structure, C39H36Br2MgN2O2Sb, computed with ωB97M-V/def2-TZVPD.

Geometry as XYZ:
```
83
Properties=species:S:1:pos:R:3
Mg -0.50332 -0.27452 0.28423
C -0.23135 5.00949 -0.86763
C 0.51346 3.75240 -0.52929
C 1.66634 3.75914 0.25546
C 2.29979 2.57565 0.59727
C 1.73255 1.41065 0.12722
Br 2.46433 -0.27642 0.61686
N 0.63246 1.35540 -0.61034
C 0.04366 2.51616 -0.93730
H 0.45460 5.82190 -1.10449
H -0.84548 5.32277 -0.02027
H -0.89555 4.85928 -1.71764
H 2.06539 4.70079 0.61481
H 3.18021 2.55500 1.22161
H -0.86171 2.43939 -1.53026
C -4.99261 0.01779 -1.63783
C -4.75674 -0.18769 -0.28867
C -3.44994 -0.29570 0.14649
N -2.40248 -0.21165 -0.68488
C -2.63845 -0.01373 -1.98874
C -3.91290 0.10366 -2.50620
H -6.00430 0.11212 -2.01049
H -5.56678 -0.26118 0.42318
H -3.22219 -0.43573 1.19779
H -1.76851 0.04812 -2.63449
H -4.05154 0.26704 -3.56572
C 1.23494 -2.81212 -2.36840
C 0.97200 -4.23764 -1.95695
C 1.37495 -5.27826 -2.79145
C 1.13984 -6.60285 -2.45593
C 0.48459 -6.91557 -1.27433
C 0.07289 -5.89266 -0.43498
C 0.32147 -4.56176 -0.76405
Sb -0.39909 -3.10982 0.59654
C 0.74847 -3.58656 2.30930
C 1.87108 -4.39923 2.14489
C 2.72674 -4.63899 3.20907
C 2.46314 -4.05822 4.44110
C 1.35391 -3.24321 4.60032
C 0.48346 -2.98629 3.54297
C -0.68461 -2.06531 3.77529
C -2.39717 -3.85572 0.71186
C -3.08884 -3.57616 -0.47257
C -4.40560 -3.95822 -0.64931
C -5.05745 -4.62276 0.38195
C -4.37447 -4.91537 1.54808
C -3.03608 -4.55542 1.73609
C -2.36893 -4.97372 3.01933
H 1.78937 -2.77152 -3.30460
H 1.81971 -2.27468 -1.61760
H 0.30172 -2.25947 -2.51675
H 1.88113 -5.04269 -3.72039
H 1.46474 -7.39192 -3.12228
H 0.29290 -7.94712 -1.00868
H -0.44748 -6.13960 0.48491
H 2.07775 -4.86300 1.18865
H 3.59072 -5.27733 3.07576
H 3.12318 -4.23900 5.28037
H 1.15304 -2.78796 5.56367
H -1.19002 -2.31618 4.70876
H -1.43631 -2.12967 2.98284
H -0.34959 -1.02693 3.84194
H -2.58665 -3.05954 -1.28657
H -4.91597 -3.74594 -1.58021
H -6.08981 -4.92955 0.26978
H -4.87906 -5.45902 2.33926
H -2.69009 -4.34446 3.85233
H -1.28366 -4.92543 2.96442
H -2.64526 -5.99944 3.26638
Br -4.30829 4.21100 -0.16962
C -3.55555 3.80358 1.52457
C -3.97003 4.48935 2.65392
C -3.39835 4.16415 3.87758
C -2.42922 3.17508 3.96659
C -2.02972 2.48930 2.82665
C -2.59824 2.81003 1.59965
C -0.97756 1.40096 2.92100
O -0.30888 1.27097 3.92692
O -0.83471 0.69926 1.83443
H -4.72453 5.26092 2.58090
H -3.71562 4.69219 4.76749
H -1.96778 2.92239 4.91238
H -2.30028 2.27898 0.71085
```

Summary:
Frontier orbital gap (eV): 8.51
Net charge: +1
HOMO level (eV): -11.10